{"formula": "C29H62BClN2O4Si", "method": "ωB97M-V/def2-TZVPD", "multiplicity": 3, "charge": 0, "lumo_energy_ev": [0.288, 0.288], "symbols": ["C", "C", "C", "C", "C", "C", "C", "C", "C", "C", "C", "Si", "Cl", "B", "O", "O", "H", "H", "H", "H", "H", "H", "H", "H", "H", "H", "H", "H", "H", "H", "H", "H", "H", "H", "H", "H", "H", "H", "H", "H", "H", "H", "C", "C", "C", "C", "C", "C", "N", "O", "C", "C", "C", "H", "H", "H", "H", "H", "H", "H", "H", "H", "H", "H", "H", "H", "H", "H", "H", "H", "H", "C", "C", "C", "C", "C", "C", "N", "O", "C", "C", "C", "H", "H", "H", "H", "H", "H", "H", "H", "H", "H", "H", "H", "H", "H", "H", "H", "H", "H"], "xyz": [[-4.7972, 0.1540, 2.4178], [-3.4385, -0.3062, 2.9487], [-3.1071, -1.7472, 2.5738], [-1.7125, -2.1619, 3.0492], [-1.0208, -3.3067, 2.2786], [-1.9071, -4.2922, 1.5166], [-2.8433, -5.1737, 2.3552], [-2.1941, -6.4808, 2.8691], [-2.3855, -6.8358, 4.3522], [-1.3234, -6.2821, 5.3050], [-1.5243, -4.7943, 5.6640], [-1.7835, -4.3675, 7.4681], [-3.8228, -4.3502, 7.8542], [-1.0431, -2.5070, 7.7866], [-1.8081, -1.4286, 7.4212], [0.2356, -2.4014, 8.2656], [-4.7152, 0.6009, 1.4251], [-5.2686, 0.8938, 3.0666], [-5.4876, -0.6892, 2.3347], [-3.4080, -0.2080, 4.0386], [-2.6482, 0.3446, 2.5599], [-3.8687, -2.3963, 3.0183], [-3.1930, -1.8612, 1.4880], [-1.7576, -2.3880, 4.1178], [-1.0670, -1.2829, 2.9603], [-0.3720, -3.8734, 2.9551], [-0.3506, -2.8326, 1.5584], [-2.4800, -3.7557, 0.7567], [-1.2439, -4.9606, 0.9556], [-3.2677, -4.6096, 3.1892], [-3.6962, -5.4373, 1.7252], [-2.6088, -7.3069, 2.2866], [-1.1224, -6.4683, 2.6399], [-3.3740, -6.4881, 4.6751], [-2.4015, -7.9240, 4.4520], [-0.3403, -6.4060, 4.8417], [-1.3073, -6.9001, 6.2077], [-0.6735, -4.1914, 5.3304], [-2.3929, -4.3995, 5.1309], [-1.1846, -5.4118, 8.3311], [-1.3308, -0.6153, 7.1992], [0.5790, -1.4983, 8.3294], [1.5854, -0.0524, -2.2536], [0.5087, -0.1841, -1.1742], [-0.6801, 0.7555, -1.4408], [-0.3778, 2.2246, -1.1743], [0.1193, 2.4119, 0.2550], [1.3610, 1.5680, 0.5665], [1.0453, 0.1357, 0.1975], [0.4991, -0.5358, 1.1408], [2.5829, 2.1261, -0.1671], [1.6642, 1.5944, 2.0615], [0.0163, -1.6269, -1.1701], [2.2902, 0.7456, -2.0735], [2.1600, -0.9763, -2.3432], [1.1233, 0.1542, -3.2190], [-1.5144, 0.4419, -0.8045], [-0.9917, 0.6075, -2.4777], [0.3489, 2.6020, -1.9001], [-1.2907, 2.8076, -1.3151], [0.3657, 3.4592, 0.4535], [-0.6760, 2.1274, 0.9517], [3.4231, 1.4324, -0.1070], [2.8726, 3.0537, 0.3301], [2.3996, 2.3672, -1.2105], [0.8022, 1.2953, 2.6510], [1.9494, 2.6116, 2.3363], [2.4902, 0.9235, 2.2993], [0.8065, -2.3035, -0.8441], [-0.2633, -1.8862, -2.1940], [-0.8443, -1.7655, -0.5204], [3.4905, 3.2283, -7.0699], [2.2567, 3.0670, -6.1719], [1.0859, 3.9596, -6.6153], [1.2675, 5.4350, -6.2835], [1.5303, 5.6192, -4.7933], [2.7481, 4.8273, -4.3021], [2.5602, 3.3900, -4.7313], [1.9165, 2.6692, -3.8911], [4.0437, 5.4452, -4.8322], [2.8161, 4.8476, -2.7786], [1.8296, 1.6041, -6.2467], [4.1375, 4.0503, -6.7956], [4.0916, 2.3190, -7.0359], [3.1722, 3.3817, -8.1019], [0.1793, 3.5976, -6.1208], [0.9442, 3.8160, -7.6891], [2.0758, 5.8687, -6.8793], [0.3604, 5.9766, -6.5582], [1.6901, 6.6728, -4.5485], [0.6525, 5.2847, -4.2316], [4.8933, 4.7858, -4.6507], [4.2150, 6.3766, -4.2914], [4.0101, 5.6939, -5.8889], [1.8851, 4.5122, -2.3301], [3.0137, 5.8716, -2.4572], [3.6211, 4.2069, -2.4170], [2.5862, 0.9588, -5.8012], [1.7228, 1.3397, -7.3013], [0.8853, 1.4275, -5.7390]], "atomic_forces_ev_per_a": [[-0.10, -0.02, -0.01], [0.02, 0.04, 0.02], [0.04, 0.02, -0.02], [0.02, 0.04, 0.04], [0.03, 0.02, -0.07], [0.04, -0.10, 0.01], [-0.01, -0.02, 0.03], [0.00, -0.02, -0.04], [-0.10, 0.06, -0.04], [-0.04, 0.04, -0.02], [0.07, -0.01, -0.04], [0.09, 0.09, -0.03], [-0.12, -0.08, 0.07], [-0.03, 0.10, 0.12], [0.17, 0.03, -0.35], [0.07, 0.16, -0.12], [0.03, -0.07, -0.02], [0.06, 0.03, -0.01], [0.00, 0.02, 0.06], [0.00, -0.03, -0.01], [-0.01, 0.01, 0.05], [-0.01, -0.05, -0.13], [0.02, 0.06, 0.01], [-0.09, -0.03, 0.02], [0.05, -0.07, 0.03], [-0.02, 0.05, 0.08], [0.01, -0.10, -0.04], [-0.05, 0.03, 0.06], [-0.03, 0.04, -0.06], [0.08, 0.07, -0.02], [-0.05, -0.03, 0.07], [0.08, 0.01, -0.06], [-0.01, 0.01, 0.07], [0.01, -0.08, 0.05], [0.04, 0.00, -0.03], [-0.01, -0.06, 0.03], [-0.02, 0.05, 0.01], [-0.01, -0.03, -0.06], [0.05, 0.10, 0.02], [-0.02, 0.04, 0.02], [-0.13, -0.16, 0.28], [-0.07, -0.18, 0.02], [0.16, -0.04, -0.03], [0.03, 0.01, 0.09], [-0.03, -0.01, -0.02], [0.04, 0.02, -0.02], [-0.01, 0.04, 0.01], [0.03, -0.18, 0.02], [-0.34, 0.15, -0.03], [0.21, -0.01, -0.06], [0.04, -0.05, 0.01], [-0.04, 0.07, -0.02], [-0.02, 0.04, -0.08], [-0.02, 0.04, -0.07], [-0.04, -0.02, 0.08], [-0.02, -0.06, -0.01], [0.04, -0.01, 0.05], [-0.05, 0.01, 0.01], [0.02, -0.04, 0.02], [0.01, 0.02, -0.03], [-0.04, 0.01, -0.02], [0.02, -0.02, 0.01], [0.00, 0.00, 0.00], [0.02, -0.01, 0.00], [-0.02, 0.03, 0.01], [0.00, -0.01, 0.01], [-0.01, -0.01, 0.01], [0.01, 0.00, 0.00], [0.00, 0.00, 0.00], [0.00, -0.02, 0.02], [-0.01, 0.00, 0.01], [0.04, -0.02, 0.06], [0.06, -0.05, 0.12], [-0.01, -0.01, -0.03], [0.02, 0.01, -0.02], [-0.01, 0.04, 0.01], [0.02, -0.19, 0.01], [-0.32, 0.12, -0.06], [0.24, 0.06, 0.02], [0.03, -0.04, 0.02], [-0.03, 0.06, -0.02], [-0.03, 0.04, -0.09], [-0.03, 0.04, -0.04], [0.03, 0.02, 0.02], [0.00, -0.05, -0.01], [0.03, -0.01, 0.04], [-0.05, 0.02, 0.01], [0.02, -0.02, 0.02], [0.02, 0.03, -0.03], [-0.04, 0.01, -0.02], [0.02, -0.02, 0.01], [0.00, 0.00, -0.01], [0.02, -0.01, 0.00], [-0.01, 0.03, 0.00], [-0.01, -0.01, 0.01], [-0.01, -0.02, 0.01], [0.01, 0.01, -0.01], [0.00, 0.00, 0.00], [-0.01, -0.01, 0.02], [-0.01, 0.00, 0.01]]}